Molecular formula: C29H29BrLuN10O3P
Method: DFT, ωB97M-V/def2-TZVPD

Output
**HOMO-LUMO gap**: 6.761 eV
**E_tot**: -6046.40993 Eh
**E_LUMO**: -5.00 eV
**E_HOMO**: -11.760 eV
**Relative energy (zero: lowest compared OMol25 entry of this formula, charge and spin)**: 14.55 kcal/mol
**Charge**: +2

```
74
Properties=species:S:1:pos:R:3:forces:R:3
Lu -1.213 0.420 -0.318 -1.04 0.58 -0.93
N 5.895 0.462 1.870 0.26 -0.51 -0.56
N -2.847 -1.227 -0.007 0.07 -0.46 0.10
H -1.769 1.491 3.702 -0.08 -0.02 0.14
H -1.813 4.088 2.580 0.08 -0.03 0.12
C -3.016 -4.674 -1.090 -0.09 -0.26 -0.03
H -3.892 -0.786 -5.559 0.01 0.04 0.02
O -1.592 0.989 1.980 -0.10 0.03 -0.07
H 0.561 3.397 -0.279 0.00 0.00 -0.03
C 4.342 0.327 3.762 0.02 0.02 -0.29
H -3.385 3.298 2.622 0.00 -0.01 0.17
C 2.217 -1.972 0.362 -0.42 0.07 -0.01
N -2.918 0.838 -1.983 -0.07 -0.21 -0.18
C -0.842 -1.403 -2.797 -0.08 0.10 -0.39
H 4.654 2.200 0.097 0.02 0.02 0.10
C -2.312 3.131 2.703 -0.09 0.11 -0.69
H -2.770 -4.552 -2.141 0.00 0.04 0.00
H -3.099 -1.368 2.113 0.08 -0.02 0.01
C 4.694 3.048 4.227 0.10 0.01 -0.13
C -3.099 -3.230 0.941 -0.01 0.15 0.16
C 1.784 0.393 0.237 0.24 -0.29 0.00
C 5.160 1.083 2.916 -0.85 -0.15 0.06
N 5.429 -0.255 0.964 0.75 0.55 0.07
H -1.113 2.848 4.416 -0.29 -0.01 -0.05
C 5.378 2.428 3.195 0.09 -0.05 -0.26
C 3.167 0.662 0.382 0.08 -0.09 0.03
H 2.974 3.985 -0.312 0.01 0.00 0.05
O -0.011 -1.169 0.162 0.34 -0.49 0.30
H -2.721 2.508 4.684 -0.03 0.02 0.07
H -3.221 -4.061 1.613 -0.05 -0.03 -0.06
H 0.102 -4.238 -2.912 0.01 0.03 0.00
C 3.678 0.933 4.815 0.09 0.08 -0.06
H 6.080 2.993 2.595 0.01 -0.02 -0.03
H -5.413 0.092 -5.364 0.00 0.03 0.04
H -4.953 2.212 -4.162 -0.01 -0.07 -0.03
C -3.575 1.943 -2.437 0.00 0.06 0.07
N 0.117 -2.184 -3.347 -0.15 0.09 0.08
H 4.268 -2.527 0.688 0.02 0.02 -0.03
H -2.306 -5.362 -0.634 0.05 0.07 -0.01
C 1.283 -0.957 0.268 0.76 -0.02 0.15
C 3.575 -1.705 0.551 0.35 0.22 0.20
C 2.673 2.968 -0.104 0.10 0.01 -0.03
H -5.140 -1.401 -4.459 -0.02 0.03 0.03
P -2.620 -1.869 -2.760 0.28 0.35 0.35
N 0.879 1.395 0.004 0.36 -0.07 0.15
C 1.315 2.635 -0.118 -0.15 -0.01 -0.14
C -3.023 -1.890 1.175 -0.11 -0.13 0.08
H 4.852 4.099 4.426 -0.05 -0.02 0.03
C 0.981 -0.247 -2.826 0.08 -0.04 -0.10
C 1.276 -1.464 -3.367 0.11 0.19 0.04
N -2.966 -3.390 -0.410 0.08 0.12 -0.06
C -1.907 2.151 1.592 0.05 0.10 0.53
C -4.312 1.612 -3.539 0.02 0.18 0.07
H -1.013 -3.727 -4.199 0.01 0.04 -0.02
H 1.633 0.600 -2.699 0.00 -0.02 0.06
N -0.339 -0.210 -2.472 0.12 -0.29 -0.03
O -1.909 2.508 0.403 -0.15 0.35 0.09
C -0.029 -3.569 -3.763 0.03 -0.21 -0.02
N -1.974 2.476 3.995 0.46 -0.06 0.07
C -2.804 -2.163 -0.955 -0.28 0.03 -0.08
H -4.013 -5.104 -1.010 -0.01 0.06 -0.02
C 3.835 2.297 5.004 -0.26 0.10 0.43
C 4.054 -0.421 0.654 -0.59 -0.01 0.58
H 3.062 0.347 5.482 -0.01 0.03 0.00
N -4.100 0.285 -3.761 0.07 -0.05 0.14
H 1.872 -2.997 0.318 -0.03 0.01 0.04
Br 2.873 3.163 6.408 0.07 -0.15 -0.18
H 2.200 -1.856 -3.757 -0.04 -0.06 -0.02
H 0.725 -3.806 -4.509 0.00 0.06 -0.02
H 4.246 -0.739 3.607 -0.02 -0.03 -0.05
C -4.666 -0.503 -4.848 -0.05 -0.13 -0.18
H -3.481 2.895 -1.943 -0.02 0.01 -0.04
C -3.252 -0.157 -2.802 -0.05 -0.07 0.02
C 3.595 1.982 0.131 -0.04 0.06 0.18
```
Positions in Å, forces in eV/Å.